C23H49F6Mn2N7O13S2 as an isolated structure. Source: OMol25; level of theory: ωB97M-V/def2-TZVPD.

The geometry in ORCA input format:
```
! RIJCOSX wB97M-V def2-TZVPD def2/J DEFGRID3
* xyz 2 11
Mn 0.89117 -0.51583 -2.50569
Mn 2.38329 2.85474 1.16469
C 2.48041 3.77417 -3.35267
F 2.90180 4.93185 -2.77198
F 1.18138 3.77004 -3.63298
F 3.14694 3.52077 -4.52798
S 2.99178 2.24659 -2.20743
O 2.29012 1.06702 -2.74893
O 4.46908 2.19974 -2.21744
O 2.51444 2.61344 -0.86099
C -1.84316 0.87841 1.12340
F -1.88788 1.83202 2.04762
F -1.67819 -0.21606 1.82017
F -2.97991 0.83636 0.30929
S -0.25525 1.23405 0.04837
O 0.14963 0.03243 -0.71686
O -0.53265 2.39398 -0.88538
O 0.76944 1.64773 1.06546
C -3.33329 4.15911 -1.33012
O -4.46444 4.00549 -0.86199
N -3.06614 5.03480 -2.37065
C -1.68009 5.11311 -2.91942
C -4.03712 5.99353 -2.95873
H -2.43002 3.61164 -1.01935
H -1.42499 4.16732 -3.39744
H -1.03113 5.21740 -2.04989
H -1.57258 5.99323 -3.55340
H -5.05756 5.70266 -2.70933
H -3.87437 7.05198 -2.75552
H -3.93512 5.87356 -4.03729
C -4.62179 -1.17107 5.94601
O -5.19121 -0.18918 6.41165
N -4.27048 -1.34370 4.62853
C -3.73204 -2.69089 4.19897
C -4.40535 -0.26700 3.69074
H -4.23095 -2.01685 6.53261
H -2.66823 -2.85201 4.37348
H -3.94096 -2.74208 3.13040
H -4.18336 -3.54189 4.70909
H -3.44405 0.19947 3.47533
H -4.80360 -0.63486 2.74513
H -5.13336 0.47547 4.01761
C 2.18097 -3.31993 3.42433
O 2.77948 -3.23044 2.29472
N 1.35485 -2.35417 3.92037
C 0.71956 -2.60183 5.21481
C 0.96779 -1.15619 3.20133
H 2.34462 -4.16392 4.11216
H 1.08280 -3.53223 5.65129
H -0.34836 -2.81588 5.17216
H 0.89240 -1.78469 5.91517
H 1.29918 -0.96559 2.18057
H -0.11440 -1.02716 3.18364
H 1.33200 -0.33621 3.82027
C -1.02912 -3.16909 -1.96539
O -0.35926 -2.18317 -2.23743
N -1.97252 -3.74610 -2.68741
C -2.93885 -4.62329 -2.03219
C -2.29028 -3.25194 -4.04135
H -0.88736 -3.65253 -0.98642
H -2.54866 -5.22483 -1.21122
H -3.09373 -5.47363 -2.69629
H -3.87128 -4.19299 -1.66678
H -1.49241 -2.62168 -4.43413
H -2.36113 -4.03638 -4.79483
H -3.24659 -2.74897 -3.89786
C 3.20955 -2.15842 -0.82408
O 2.45930 -1.57664 -1.53345
N 4.56359 -1.95486 -0.85415
C 5.45184 -2.70001 -0.07044
C 5.15859 -0.85777 -1.64732
H 2.96635 -2.87248 -0.02210
H 5.78313 -3.36708 -0.86628
H 4.99901 -3.21293 0.77806
H 6.31413 -2.08025 0.17541
H 4.39718 -0.28491 -2.17665
H 5.46249 -0.06790 -0.96040
H 5.87558 -1.32701 -2.32100
C -1.47971 0.44032 -4.69363
O -0.60725 0.08883 -3.89670
N -2.66245 0.82099 -4.18194
C -3.60571 1.33734 -5.13893
C -3.10900 0.65997 -2.79227
H -1.41610 0.53633 -5.78859
H -4.55328 0.80396 -5.06336
H -3.29642 1.18312 -6.17269
H -3.88805 2.38353 -5.02115
H -2.28029 0.23958 -2.22253
H -3.31298 1.64613 -2.37515
H -3.98626 0.02944 -2.64755
C 4.02409 0.11235 2.03334
O 3.47406 1.04468 1.46627
N 4.83051 0.37917 3.08988
C 5.25052 -0.73618 3.89082
C 5.24609 1.62167 3.60724
H 3.90753 -0.96615 1.84508
H 4.77532 -0.72565 4.87173
H 6.30383 -0.73601 4.17123
H 4.99266 -1.66014 3.37321
H 4.47519 1.91608 4.31938
H 6.09608 1.57860 4.28824
H 5.32113 2.42437 2.87366
*
```

Output
**E**: -162297.533 eV
**Frontier orbital gap (spin up / spin down)**: 5.63 / 5.66 eV